1.
{
  "formula": "C23H28FN3O3",
  "method": "ωB97M-V with the def2-TZVPD basis set",
  "smiles": "COc1ccc(C(=O)N[C@H](C(=O)N2CCN(c3ccccc3F)CC2)C(C)C)cc1",
  "homo_ev": -7.87,
  "spin_multiplicity": 1,
  "de_lowest_kj_mol": 28.4,
  "total_energy_ev": -37636.446,
  "elements": ["C", "O", "C", "C", "C", "C", "C", "O", "N", "C", "C", "O", "N", "C", "C", "N", "C", "C", "C", "C", "C", "C", "F", "C", "C", "C", "C", "C", "C", "C", "H", "H", "H", "H", "H", "H", "H", "H", "H", "H", "H", "H", "H", "H", "H", "H", "H", "H", "H", "H", "H", "H", "H", "H", "H", "H", "H", "H"],
  "positions_angstrom": [[4.94802, -2.87502, -3.03857], [3.65471, -3.37362, -2.79630], [2.94457, -2.87127, -1.75231], [3.39555, -1.88338, -0.88200], [2.58027, -1.43638, 0.14244], [1.30982, -1.96614, 0.32512], [0.38729, -1.52176, 1.40138], [-0.45637, -2.26064, 1.88861], [0.52206, -0.23324, 1.78304], [-0.28526, 0.37758, 2.81571], [-1.11672, 1.50702, 2.18706], [-0.77772, 2.67363, 2.28618], [-2.24170, 1.15629, 1.52683], [-2.66824, -0.16566, 1.13863], [-2.45956, -0.34421, -0.38031], [-2.66297, 0.90401, -1.08835], [-1.75804, 1.44918, -1.98133], [-2.23630, 2.28124, -3.00594], [-1.40397, 2.83752, -3.95343], [-0.04362, 2.57624, -3.93723], [0.46485, 1.75954, -2.94561], [-0.37649, 1.22614, -1.99006], [0.21822, 0.48055, -1.01723], [-3.61760, 1.75549, -0.42173], [-3.04470, 2.21403, 0.93165], [0.58809, 0.93005, 3.95764], [-0.30238, 1.40072, 5.10472], [1.56259, -0.13774, 4.44676], [0.87402, -2.97444, -0.53410], [1.67197, -3.41631, -1.56294], [5.31355, -3.41593, -3.91000], [4.93111, -1.80303, -3.26023], [5.61630, -3.06146, -2.19173], [4.37995, -1.45542, -0.99059], [2.96378, -0.68184, 0.81410], [1.14747, 0.37370, 1.27878], [-0.93178, -0.40784, 3.21896], [-3.73029, -0.26301, 1.38931], [-2.12467, -0.94670, 1.66562], [-1.46807, -0.74438, -0.57654], [-3.19039, -1.07831, -0.75041], [-3.29684, 2.47257, -3.06176], [-1.82348, 3.47024, -4.72097], [0.61090, 3.00277, -4.68020], [1.51901, 1.53819, -2.88069], [-3.84163, 2.63226, -1.02635], [-4.54498, 1.19115, -0.27814], [-3.85666, 2.49135, 1.61495], [-2.39175, 3.08123, 0.80233], [1.14543, 1.78995, 3.57284], [-0.89694, 0.57409, 5.48934], [-0.97038, 2.18864, 4.76850], [0.30737, 1.79255, 5.91518], [1.01892, -1.01701, 4.78611], [2.24357, -0.44477, 3.65672], [2.15105, 0.24636, 5.27648], [-0.10607, -3.39853, -0.37583], [1.33970, -4.18759, -2.23952]],
  "lowdin_charge": [-0.088, -0.079, -0.270, -0.011, -0.026, -0.156, -0.458, 0.047, 0.126, -0.199, -0.397, 0.063, -0.031, -0.105, -0.106, -0.088, -0.158, -0.021, -0.094, -0.095, -0.016, -0.183, 0.046, -0.133, -0.098, -0.374, -0.059, -0.061, -0.009, 0.013, 0.094, 0.095, 0.096, 0.103, 0.113, 0.141, 0.152, 0.128, 0.096, 0.105, 0.128, 0.110, 0.102, 0.100, 0.117, 0.113, 0.123, 0.131, 0.122, 0.138, 0.085, 0.074, 0.080, 0.087, 0.066, 0.078, 0.121, 0.120]
}

2.
{
  "formula": "C12H16ClGaHf",
  "method": "ωB97M-V with the def2-TZVPD basis set",
  "homo_ev": -7.46,
  "spin_multiplicity": 1,
  "total_energy_ev": -78902.620,
  "elements": ["Ga", "Cl", "C", "H", "H", "H", "Hf", "C", "C", "C", "H", "H", "H", "H", "H", "H", "H", "H", "C", "C", "C", "C", "C", "C", "C", "C", "H", "H", "H", "H", "H"],
  "positions_angstrom": [[-1.16541, 1.06336, -0.44494], [-0.81238, 3.15000, -1.06844], [-2.85968, 0.08991, -0.85898], [-3.24222, -0.64759, -0.12963], [-2.35369, -0.42615, -1.69669], [-3.71253, 0.71197, -1.22570], [0.82856, -0.38455, -4.20139], [2.60792, 0.76443, -4.60999], [-0.74255, -0.06153, -5.64319], [1.12749, -2.23139, -3.44331], [-1.34429, -0.97736, -5.79273], [-1.42648, 0.74997, -5.33086], [-0.27881, 0.25419, -6.59123], [3.51702, 0.20636, -4.31222], [2.63698, 0.99865, -5.68640], [2.60403, 1.72939, -4.06896], [0.40925, -3.04636, -3.63251], [1.99696, -2.51745, -2.88852], [-0.24364, 0.41367, 1.12931], [0.20984, 0.08061, 2.22934], [0.26619, -0.01890, 3.63710], [-0.82716, 0.53537, 4.32730], [-0.84626, 0.61362, 5.71593], [0.17249, 0.05351, 6.49410], [1.22807, -0.56063, 5.81219], [1.29648, -0.59053, 4.41161], [-1.66029, 0.92321, 3.73741], [-1.67603, 1.10810, 6.22020], [0.13080, 0.09221, 7.59632], [2.00429, -1.02037, 6.40102], [2.15504, -1.05571, 3.91387]],
  "lowdin_charge": [0.282, 0.109, -0.207, 0.020, -0.028, 0.020, 1.336, -0.332, -0.333, -0.374, -0.011, -0.016, -0.014, -0.010, -0.015, -0.016, -0.085, -0.106, -0.088, -0.092, -0.263, -0.036, -0.085, -0.083, -0.087, -0.028, 0.118, 0.103, 0.110, 0.096, 0.116]
}

3.
{
  "formula": "C13H20Cl2FNO8S",
  "method": "ωB97M-V with the def2-TZVPD basis set",
  "smiles": "CCN(/C(Cl)=C(\\C)Cl)S(=O)(=O)F.C[C@@H]1COC(=O)O1.C[C@@H]1COC(=O)O1",
  "homo_ev": -9.37,
  "spin_multiplicity": 1,
  "de_lowest_kj_mol": 12.3,
  "total_energy_ev": -70272.819,
  "elements": ["C", "C", "N", "C", "Cl", "C", "C", "Cl", "S", "O", "O", "F", "H", "H", "H", "H", "H", "H", "H", "H", "C", "C", "C", "O", "C", "O", "O", "H", "H", "H", "H", "H", "H", "C", "C", "C", "O", "C", "O", "O", "H", "H", "H", "H", "H", "H"],
  "positions_angstrom": [[-3.44435, 3.92471, 3.38022], [-2.90989, 2.57479, 2.85886], [-1.64419, 2.72170, 2.09041], [-0.99021, 1.45785, 1.91657], [-1.92594, 0.04650, 1.52950], [0.34667, 1.38866, 2.07377], [1.20295, 2.55540, 2.43613], [1.15100, -0.11569, 1.87420], [-1.93255, 3.50417, 0.64182], [-3.04667, 2.97624, -0.06467], [-1.89066, 4.90461, 0.86960], [-0.64761, 3.11021, -0.12653], [-4.31664, 4.21886, 2.80832], [-2.66166, 4.66874, 3.29474], [-3.68583, 3.81097, 4.43058], [-2.63180, 1.98991, 3.73031], [-3.66322, 1.99889, 2.33036], [1.98734, 2.21768, 3.10582], [1.61905, 2.99972, 1.53514], [0.63385, 3.32129, 2.95022], [-2.00047, 0.38622, -2.20922], [-1.00374, -0.66367, -2.63206], [-1.18355, -1.17611, -4.04272], [-0.66976, -2.51244, -3.94965], [-0.81963, -2.91826, -2.66530], [-0.66005, -4.03257, -2.28651], [-1.16401, -1.87757, -1.87142], [-1.79387, 0.72411, -1.19509], [-1.96025, 1.24760, -2.87622], [-3.01249, -0.02038, -2.21109], [0.01639, -0.30272, -2.47274], [-0.62388, -0.60376, -4.77838], [-2.23194, -1.22572, -4.34563], [2.13047, -3.81937, -1.21125], [3.39219, -3.03285, -0.95879], [4.49594, -3.78482, -0.25071], [5.18266, -2.73375, 0.44789], [4.28687, -1.73959, 0.66731], [4.45844, -0.80365, 1.37480], [3.14954, -1.95837, -0.03602], [1.41461, -3.20944, -1.73628], [2.33558, -4.70687, -1.80926], [1.66524, -4.12111, -0.27270], [3.75717, -2.59584, -1.89315], [5.17193, -4.29358, -0.93351], [4.11700, -4.50072, 0.48234]],
  "lowdin_charge": [-0.062, -0.257, -0.214, -0.758, 0.738, -0.720, -0.087, 0.752, 0.591, -0.232, -0.227, -0.111, 0.078, 0.068, 0.073, 0.119, 0.093, 0.078, 0.089, 0.081, -0.024, -0.321, -0.091, 0.066, -0.582, 0.151, 0.083, 0.030, 0.098, 0.100, 0.160, 0.138, 0.140, -0.009, -0.322, -0.090, 0.065, -0.576, 0.147, 0.050, 0.053, 0.103, 0.105, 0.159, 0.137, 0.140]
}